# 1
ORCA calculation (ωB97M-V with the def2-TZVPD basis set) on a molecular structure, C48H56ClN8O3S2Te2Ti.

CARTESIAN COORDINATES (ANGSTROEM)
Te  -1.212  3.897  -0.506
Te  0.733  0.488  4.470
Ti  -0.256  0.658  1.893
Cl  5.793  -2.149  4.857
S  0.208  3.006  2.991
S  -2.743  -2.316  -0.026
O  -2.169  0.818  2.728
O  1.198  1.386  0.892
O  1.596  -6.943  1.206
N  -1.206  -1.869  1.990
N  -1.639  1.725  0.760
N  -0.880  -0.597  -1.291
N  2.555  -1.239  1.618
N  2.073  2.325  1.308
N  2.322  -2.836  0.050
N  -0.611  -1.163  0.963
N  2.046  -3.337  1.273
C  -1.920  2.671  -2.075
C  4.104  3.430  0.805
C  -4.943  1.350  1.280
C  1.716  -5.746  0.395
C  0.322  6.199  -1.985
C  -3.402  5.605  -2.511
C  -1.114  2.265  -3.142
C  -1.132  -1.519  -0.271
C  -0.387  9.223  -4.194
C  0.717  -4.753  -1.798
C  -5.399  3.975  2.042
C  5.019  -4.585  3.979
C  4.680  -5.494  2.984
C  -4.113  3.455  2.080
C  -3.876  2.141  1.697
C  4.691  -5.145  1.639
C  -2.495  1.559  1.694
C  2.550  4.364  2.398
C  3.225  2.407  0.623
C  -0.944  5.594  -1.883
C  0.478  7.366  -2.734
C  1.600  3.288  2.189
C  -0.582  7.962  -3.396
C  -3.160  -3.118  2.694
C  3.731  4.438  1.742
C  5.395  -2.916  2.291
C  -6.460  3.187  1.616
C  5.379  -3.297  3.625
C  2.608  -1.582  0.314
C  -1.826  7.358  -3.298
C  0.492  -7.172  -1.328
C  -2.282  -2.476  1.659
C  -1.666  1.419  -4.108
C  -3.224  2.190  -1.980
C  2.196  -2.367  2.194
C  -2.019  6.196  -2.557
C  -0.795  -5.531  -0.010
C  -3.097  -4.636  2.771
C  3.093  -5.724  -0.289
C  -3.754  1.342  -2.937
C  -2.969  0.961  -4.018
C  0.556  -5.781  -0.674
C  5.061  -3.840  1.313
C  1.563  -4.686  1.512
C  1.579  5.649  -1.352
C  4.304  -6.124  0.562
C  -6.228  1.871  1.235
C  0.330  2.655  -3.256
H  -7.462  3.598  1.577
H  4.156  -7.107  1.017
H  1.976  -2.487  3.243
H  -4.767  0.974  -2.831
H  0.274  9.063  -5.049
H  0.151  -7.940  -0.631
H  -0.942  -4.473  0.215
H  1.400  4.800  -0.698
H  -0.165  -4.811  -2.440
H  0.442  3.728  -3.419
H  5.038  3.450  0.268
H  3.055  -6.398  -1.149
H  0.803  2.124  -4.083
H  1.594  -4.954  -2.419
H  -3.333  -5.099  1.811
H  -3.804  -5.018  3.511
H  -0.912  -6.109  0.908
H  -1.597  -5.822  -0.692
H  -3.280  4.069  2.400
H  -1.037  1.095  -4.931
H  5.046  -3.527  0.276
H  1.801  -7.695  0.643
H  2.796  -0.872  -0.475
H  2.277  5.325  -2.130
H  3.389  1.584  -0.057
H  0.864  2.419  -2.331
H  -4.133  6.308  -2.917
H  -4.752  0.326  0.981
H  -3.365  0.297  -4.778
H  -3.824  2.475  -1.123
H  -3.686  5.344  -1.490
H  4.373  -6.497  3.261
H  -4.192  -2.808  2.497
H  -5.571  5.003  2.337
H  0.791  -3.737  -1.425
H  2.123  -5.073  2.361
H  -7.050  1.249  0.901
H  -2.676  7.806  -3.806
H  0.059  10.014  -3.587
H  1.442  -7.492  -1.764
H  4.995  -4.861  5.025
H  -2.099  -4.965  3.062
H  2.250  5.126  3.104
H  -1.338  9.595  -4.579
H  -3.455  4.681  -3.088
H  -1.069  0.361  -0.978
H  -0.231  -7.139  -2.144
H  3.249  -4.727  -0.698
H  2.085  6.416  -0.763
H  5.152  -6.229  -0.123
H  -1.406  -0.766  -2.136
H  4.400  5.272  1.916
H  0.519  -4.627  1.821
H  5.632  -1.894  2.032
H  -2.861  -2.672  3.644
H  1.465  7.816  -2.794

## Properties
HOMO energy (alpha / beta): -0.05 / -0.19 eV
Charge: -2
Energy relative to the best compared isomer or geometry (same formula, charge and spin): 51.0 kcal/mol
Orbital gap (alpha / beta): 0.13235 / 0.13749 hartree
Spin multiplicity: 2

Atomic partial charges in e from the Mulliken method, atoms 1 to 8: Te 0.81; Te -0.71; Ti -0.57; Cl -0.25; S -0.50; S -0.47; O -0.62; O 0.18

# 2
ORCA calculation (ωB97M-V with the def2-TZVPD basis set) on C30H22F2O2 in the gas phase.

CARTESIAN COORDINATES (ANGSTROEM)
F  -2.721  4.641  1.401
F  4.940  4.767  1.707
O  1.652  -1.454  -1.387
O  0.139  1.107  -1.833
C  -1.437  1.272  0.942
C  -3.480  1.449  -3.867
C  -3.848  1.221  1.173
C  -0.171  0.508  0.901
C  -2.634  0.559  1.029
C  4.773  0.670  1.239
C  -0.706  0.226  -1.616
C  -0.531  -3.907  -0.087
C  4.891  3.411  1.549
C  0.642  -5.652  1.108
C  3.650  2.817  1.364
C  5.997  1.291  1.420
C  3.582  1.408  1.233
C  2.337  0.703  1.034
C  0.588  -3.078  0.020
C  1.750  -4.810  1.255
C  -1.992  0.201  -2.392
C  0.642  -1.722  -0.674
C  -4.077  -0.800  -3.167
C  -0.498  -5.200  0.447
C  -3.924  2.605  1.281
C  6.079  2.683  1.582
C  -1.503  2.675  0.972
C  -2.726  3.285  1.201
C  -2.308  1.368  -3.124
C  -0.468  -0.731  -0.465
C  -4.364  0.357  -3.885
C  1.061  1.249  1.013
C  1.739  -3.538  0.694
C  -2.891  -0.872  -2.415
H  -4.828  3.144  1.510
H  -1.596  2.206  -3.087
H  1.035  2.327  1.199
H  -0.600  3.284  0.827
H  -5.267  0.406  -4.479
H  0.679  -6.665  1.499
H  -1.357  -5.851  0.290
H  -1.409  -3.519  -0.612
H  -2.628  -1.756  -1.828
H  -1.329  -1.099  0.034
H  -4.729  -1.678  -3.197
H  2.741  3.413  1.381
H  -4.766  0.652  1.195
H  -3.662  2.343  -4.458
H  4.721  -0.416  1.156
H  2.605  -2.868  0.766
H  2.392  -0.352  0.808
H  -0.127  -0.532  1.443
H  6.918  0.714  1.452
H  -2.650  -0.519  1.010
H  7.023  3.215  1.693
H  2.652  -5.157  1.746

## Properties
HOMO energy: -8.09 eV
Orbital gap: 0.27518 hartree

Atomic partial charges in e from the Mulliken method, atoms 1 to 8: F -0.34; F -0.32; O -0.58; O -0.64; C 0.51; C -0.65; C -0.64; C 0.68

# 3
ORCA calculation (ωB97M-V with the def2-TZVPD basis set) on 2 unconnected molecules or ions with the total composition C19H20F3.

CARTESIAN COORDINATES (ANGSTROEM)
F  3.752  4.966  1.397
F  2.196  0.650  5.355
F  1.672  4.303  -2.831
C  2.931  4.238  0.563
C  -2.490  -2.568  -1.943
C  0.066  -0.739  2.099
C  2.358  3.089  1.079
C  1.458  2.311  0.282
C  1.470  0.188  4.280
C  0.094  -2.982  -2.049
C  2.736  4.680  -0.741
C  -0.760  -0.753  -1.501
C  1.880  3.906  -1.529
C  0.760  1.155  0.708
C  1.500  0.941  3.120
C  0.763  -1.000  4.409
C  -1.056  -2.039  -1.793
C  -3.141  -2.140  -3.268
C  0.044  -1.451  3.291
C  1.248  2.765  -1.066
C  0.800  0.486  1.959
C  -3.384  -2.158  -0.765
H  -4.369  -2.637  -0.824
H  -0.225  -4.028  -2.119
H  -4.137  -2.584  -3.382
H  -1.527  -0.006  -1.284
H  -3.540  -1.074  -0.758
H  0.586  2.195  -1.720
H  2.604  2.797  2.090
H  -0.483  -1.100  1.227
H  0.052  0.760  -0.013
H  -3.253  -1.052  -3.308
H  -2.929  -2.455  0.186
H  2.049  1.873  3.122
H  0.285  -0.441  -1.571
H  3.237  5.567  -1.113
H  0.840  -2.907  -1.246
H  -2.532  -2.452  -4.121
H  -0.533  -2.373  3.361
H  0.779  -1.544  5.347
H  -2.422  -3.667  -1.952
H  0.621  -2.719  -2.977

## Properties
HOMO energy: -12.15 eV
Charge: +1
Energy relative to the best compared isomer or geometry (same formula, charge and spin): 4.9 kcal/mol
Orbital gap: 0.20660 hartree

Atomic partial charges in e from the Mulliken method, atoms 1 to 8: F -0.28; F -0.29; F -0.28; C 0.24; C 0.34; C -0.35; C -0.80; C 1.06

# 4
ORCA calculation (ωB97M-V with the def2-TZVPD basis set) on 2 unconnected molecules or ions with the total composition C2H2O3S.

CARTESIAN COORDINATES (ANGSTROEM)
S  -2.373  -0.302  0.446
O  -0.382  0.938  0.558
O  -1.881  -1.622  0.632
O  -2.527  0.049  -0.964
C  1.878  0.301  -0.215
C  0.704  0.688  0.184
H  1.860  -0.785  -0.032
H  2.722  0.733  -0.608

## Properties
HOMO energy: -10.07 eV
Energy relative to the best compared isomer or geometry (same formula, charge and spin): 54.9 kcal/mol
Orbital gap: 0.34847 hartree

Partial charges, Mulliken, in e: S 0.79; O -0.45; O -0.41; O -0.42; C -0.90; C 0.85; H 0.20; H 0.34

# 5
ORCA calculation (ωB97M-V with the def2-TZVPD basis set) on 8 unconnected molecules or ions with the total composition C33H86N7O12.

CARTESIAN COORDINATES (ANGSTROEM)
O  5.883  -15.833  22.580
O  -0.004  -11.036  21.299
O  6.846  -18.202  17.405
O  2.035  -16.614  22.219
O  1.549  -16.429  25.212
O  2.481  -17.678  20.293
O  4.902  -14.799  17.647
O  2.569  -19.921  27.997
O  -0.645  -21.327  17.870
O  -4.212  -19.091  23.863
O  1.880  -18.841  22.069
O  0.374  -21.688  22.145
N  -1.035  -19.788  20.326
N  -1.423  -17.050  25.102
N  1.386  -15.624  18.637
N  0.124  -14.740  21.077
N  0.790  -19.129  24.835
N  4.542  -19.315  18.826
N  7.197  -13.300  24.850
C  -0.354  -10.026  20.368
C  -0.925  -21.142  22.465
C  1.563  -19.949  25.758
C  1.815  -13.207  21.995
C  3.813  -15.203  18.457
C  6.883  -18.440  18.797
C  0.330  -13.416  21.676
C  -1.878  -20.699  18.219
C  7.095  -14.593  24.192
C  -0.228  -12.344  20.764
C  7.057  -15.672  25.286
C  0.493  -15.527  25.503
C  5.865  -14.588  23.280
C  -3.367  -18.556  24.880
C  -2.065  -20.600  19.684
C  -5.195  -19.990  24.325
C  2.489  -19.732  29.394
C  -2.493  -17.481  24.222
C  6.324  -20.898  18.362
C  2.982  -20.127  25.210
C  5.020  -15.773  21.459
C  5.195  -15.725  16.604
C  7.916  -17.389  16.992
C  -0.744  -15.796  24.686
C  2.066  -13.922  17.023
C  1.556  -19.372  27.168
C  -1.252  -19.782  21.778
C  -0.536  -21.562  16.510
C  5.941  -19.633  19.100
C  0.703  -22.691  23.120
C  2.436  -15.244  17.729
C  2.133  -17.774  21.473
C  2.822  -15.988  25.622
H  2.995  -14.942  25.362
H  -1.232  -12.583  20.407
H  1.000  -22.214  24.056
H  -0.742  -20.676  15.901
H  8.892  -17.847  17.177
H  0.711  -14.775  20.240
H  4.942  -14.523  23.859
H  -0.695  -17.741  25.171
H  7.889  -18.718  19.129
H  2.518  -13.262  21.163
H  0.400  -12.335  19.862
H  6.534  -17.540  19.311
H  0.590  -19.564  27.648
H  -0.257  -13.314  22.593
H  0.424  -10.050  19.599
H  -1.895  -19.666  17.854
H  2.717  -13.805  16.155
H  -5.697  -20.434  23.466
H  8.051  -13.310  25.402
H  0.553  -15.423  21.691
H  4.293  -18.444  19.283
H  2.025  -12.214  22.411
H  2.204  -13.773  22.845
H  4.412  -15.798  15.847
H  2.920  -16.158  26.698
H  1.132  -20.947  25.875
H  -2.771  -21.149  17.773
H  -1.025  -21.070  23.551
H  -2.178  -21.610  20.081
H  5.650  -21.701  18.662
H  1.024  -13.918  16.711
H  6.031  -19.770  20.181
H  3.553  -16.622  25.120
H  0.444  -21.934  16.210
H  -3.846  -18.127  25.762
H  -3.074  -20.180  19.798
H  1.632  -20.279  29.799
H  -1.420  -14.941  24.726
H  3.601  -20.622  25.964
H  -1.319  -10.176  19.879
H  0.564  -15.882  18.098
H  -0.073  -23.445  23.258
H  -0.344  -9.060  20.869
H  6.106  -15.414  16.093
H  -5.954  -19.533  24.965
H  5.959  -13.764  22.568
H  -2.299  -19.601  22.048
H  -1.705  -21.861  22.192
H  5.390  -16.684  17.091
H  1.203  -19.201  23.909
H  1.566  -16.559  19.008
H  0.304  -15.440  26.576
H  0.783  -14.514  25.199
H  -2.030  -17.795  23.286
H  7.013  -16.670  24.852
H  5.518  -15.271  20.622
H  0.927  -18.148  25.077
H  1.634  -23.160  22.798
H  7.823  -17.293  15.909
H  3.720  -14.429  19.221
H  -0.497  -15.932  23.627
H  3.516  -19.198  25.002
H  -1.267  -22.317  16.196
H  7.354  -21.191  18.580
H  4.477  -19.091  17.838
H  3.359  -20.164  29.886
H  3.013  -20.761  24.324
H  -1.082  -18.793  20.147
H  6.196  -15.498  25.933
H  2.403  -18.686  29.699
H  7.889  -16.400  17.457
H  7.477  -12.556  24.217
H  -4.795  -20.833  24.897
H  2.297  -13.103  17.707
H  7.963  -14.789  23.555
H  -2.712  -19.371  25.203
H  -3.129  -16.613  24.035
H  4.864  -16.773  21.054
H  6.266  -20.936  17.272
H  7.950  -15.645  25.913
H  1.939  -16.931  23.127
H  -0.627  -19.044  22.279
H  4.071  -15.277  21.662
H  1.691  -18.286  27.144
H  2.476  -16.012  16.947
H  4.125  -16.123  18.956

## Properties
HOMO energy: -5.24 eV
Charge: -1
Energy relative to the best compared isomer or geometry (same formula, charge and spin): 0.0 kcal/mol
Orbital gap: 0.28599 hartree

Atomic partial charges in e from the Mulliken method, atoms 1 to 8: O -0.37; O -0.34; O -0.42; O 1.90; O 0.84; O -0.83; O -0.53; O -0.32

# 6
ORCA calculation (ωB97M-V with the def2-TZVPD basis set) on a molecular structure, C28H55CeO2Si4Te.

CARTESIAN COORDINATES (ANGSTROEM)
Ce  -1.155  -1.152  -1.216
Te  1.756  0.748  -1.431
Si  5.326  1.731  -0.259
Si  3.696  0.557  2.634
Si  2.982  3.810  1.306
Si  3.165  1.578  0.539
O  -3.658  -2.050  -3.813
O  -4.452  -1.929  -0.077
C  5.371  3.029  -1.624
C  1.702  3.745  2.672
C  4.506  4.727  1.918
C  6.824  2.105  0.832
C  2.268  4.819  -0.094
C  4.778  1.544  3.792
C  -4.785  -2.949  -4.044
C  -6.432  -1.637  0.759
C  4.504  -1.089  2.291
C  0.616  -2.773  -1.076
C  -1.155  1.013  1.210
C  2.088  0.210  3.504
C  -0.610  -3.534  -1.015
C  -3.226  0.936  0.203
C  -1.221  -3.277  0.260
C  -5.206  -2.632  0.949
C  -5.513  -3.986  0.313
C  5.745  0.094  -1.086
C  -4.498  -2.692  2.336
C  -2.549  2.059  -0.314
C  -5.391  -2.841  -5.492
C  0.724  -2.024  0.156
C  -0.415  -2.300  0.951
C  -5.734  -1.268  -0.568
C  -2.361  0.266  1.135
C  -3.383  -1.443  -5.149
C  -4.459  -1.859  -6.238
C  -1.238  2.083  0.265
H  1.540  5.516  0.358
H  -2.352  -1.784  -5.442
H  -6.511  -0.707  1.382
H  1.496  1.101  3.735
H  -4.289  0.779  0.117
H  -5.575  -2.800  -3.268
H  1.320  4.772  2.761
H  2.108  3.453  3.648
H  4.360  2.506  4.099
H  4.637  -1.576  3.269
H  6.573  0.315  -1.784
H  5.345  4.744  1.213
H  -6.145  -4.600  0.951
H  5.491  -1.025  1.824
H  3.889  -1.743  1.664
H  1.579  -1.437  0.501
H  6.364  2.930  -2.098
H  2.348  -0.292  4.446
H  5.280  4.063  -1.264
H  -3.416  -3.014  2.235
H  -3.350  -0.335  -5.056
H  -5.005  -3.381  3.040
H  5.792  1.729  3.428
H  -6.458  -2.521  -5.458
H  -0.355  0.860  1.933
H  -4.531  -4.027  -3.899
H  3.051  5.413  -0.599
H  -0.439  2.820  0.024
H  -2.669  -0.526  1.814
H  7.681  2.157  0.132
H  4.894  4.372  2.879
H  1.453  -0.475  2.934
H  -6.079  -1.805  -1.489
H  7.068  1.302  1.540
H  -2.983  2.859  -0.929
H  -4.555  -4.521  0.150
H  -6.084  -3.896  -0.682
H  -7.481  -1.998  0.635
H  -0.586  -1.911  1.960
H  6.089  -0.669  -0.371
H  4.192  5.772  2.065
H  4.909  -0.314  -1.665
H  -4.558  -1.741  2.915
H  4.868  0.930  4.700
H  -2.013  -3.872  0.725
H  0.847  3.100  2.440
H  1.755  4.192  -0.835
H  4.607  2.857  -2.392
H  -3.919  -2.293  -7.125
H  1.315  -2.741  -1.918
H  -1.036  -4.164  -1.804
H  -5.463  -0.224  -0.778
H  6.787  3.056  1.379
H  -5.033  -0.987  -6.599
H  -5.364  -3.834  -5.979

## Properties
HOMO energy (alpha / beta): -6.27 / -6.28 eV
Orbital gap (alpha / beta): 0.21288 / 0.21382 hartree
Spin multiplicity: 2

Atomic partial charges in e from the Mulliken method, atoms 1 to 8: Ce 0.59; Te -0.18; Si 0.32; Si 0.38; Si 0.53; Si 0.27; O -0.21; O -0.08

Number 1: largest force on an atom 1.7 eV/A, E -140643.62479 eV. Number 2: largest force on an atom 4.6 eV/A, E -40994.54805 eV. Number 3: largest force on an atom 1.8 eV/A, E -28171.09754 eV. Number 4: largest force on an atom 3.2 eV/A, E -19082.06621 eV. Number 5: largest force on an atom 2.2 eV/A, E -70612.74317 eV. Number 6: largest force on an atom 6.8 eV/A, E -85754.08892 eV.